C17H22FeN3O4STe | ωB97M-V/def2-TZVPD

```
49
Properties=species:S:1:pos:R:3:forces:R:3:mulliken_charge:R:1
Fe -0.84050 0.57910 -0.84944 -1.245 -0.325 -0.696 0.786
N 0.34531 1.24889 -2.72060 0.184 0.079 0.562 -0.545
C 0.19050 0.20185 -3.73794 0.197 -0.071 -0.164 -0.537
C -1.22940 -0.31233 -3.71921 -0.177 -0.317 -0.107 0.445
O -1.81100 -0.58835 -4.75892 -0.015 -0.043 0.073 -0.699
N -1.66014 -0.46462 -2.45673 0.120 0.478 0.648 -0.033
C -3.02723 -0.91743 -2.21371 0.180 -0.280 -0.027 -0.411
C -3.47157 0.10737 -1.21047 -0.192 0.066 -0.080 0.302
O -2.69960 0.11664 -0.15367 0.866 0.518 0.288 -0.590
O -4.31353 0.95343 -1.46639 -0.245 -0.179 0.294 -0.652
H -0.08703 2.10556 -3.04761 0.028 0.054 -0.007 0.200
H 1.33069 1.43987 -2.57670 -0.007 0.100 0.130 0.247
H 0.84321 -0.62904 -3.46699 0.048 0.012 -0.036 0.227
H 0.43680 0.53456 -4.74368 0.040 0.097 -0.024 0.359
H -3.00244 -1.90782 -1.75357 -0.102 -0.053 -0.082 0.276
H -3.65815 -0.91368 -3.09607 0.109 0.022 -0.166 0.372
C -3.51898 3.24286 0.39744 0.013 -0.041 0.016 -0.739
Te -2.50351 3.07555 -1.44986 -0.002 0.269 -0.296 0.473
C -1.15434 4.69300 -1.07130 0.097 -0.037 0.002 -1.080
H -3.45060 4.26998 0.74910 0.004 -0.005 -0.023 0.400
H -3.06628 2.54803 1.09779 -0.001 0.013 0.006 -0.038
H -4.54707 2.95339 0.20713 0.006 0.022 0.026 0.360
H -0.82225 4.67010 -0.03634 -0.015 -0.071 -0.010 0.272
H -1.63335 5.64344 -1.29438 -0.015 -0.028 -0.010 0.346
H -0.28609 4.56926 -1.71993 -0.017 0.055 0.021 0.308
N 5.32020 -6.40657 2.91774 -0.042 0.051 -0.020 -0.479
C 4.63465 -5.57659 2.51446 -0.089 0.083 -0.038 -0.045
C 3.77875 -4.53147 2.00666 0.116 -0.062 0.029 0.551
C 2.77987 -3.99176 2.81191 -0.027 -0.007 0.036 -0.698
C 1.96516 -2.98846 2.31955 0.023 -0.009 0.091 -0.389
C 2.13368 -2.50943 1.01920 -0.105 0.042 -0.106 0.572
C 3.14832 -3.04933 0.22311 0.023 0.000 0.043 -0.440
C 3.96373 -4.05275 0.71108 0.004 -0.009 -0.028 -0.651
C 1.25927 -1.49938 0.49056 0.265 -0.244 0.099 0.573
C 0.51494 -0.65802 0.02853 -0.101 0.142 -0.250 -0.944
H 2.64315 -4.36832 3.81660 -0.004 0.020 -0.001 0.439
H 1.18811 -2.56873 2.94512 -0.023 -0.034 -0.035 0.467
H 3.28593 -2.67006 -0.77976 -0.008 -0.042 -0.023 0.457
H 4.74243 -4.47985 0.09422 0.005 0.028 -0.017 0.442
C -0.94503 0.66070 2.82054 -0.067 0.007 0.016 -0.813
S -0.15040 2.13180 2.18407 -0.048 -0.123 -0.013 0.362
C 1.54324 1.57779 2.34275 0.066 0.032 -0.063 -0.683
O -0.46106 2.16556 0.69581 0.178 -0.260 -0.063 -0.446
H -0.60605 0.49678 3.84458 -0.027 0.041 -0.034 0.497
H -0.67960 -0.17462 2.17410 -0.011 -0.032 0.036 0.090
H -2.02057 0.82853 2.80209 0.021 -0.003 -0.034 0.294
H 1.75576 1.39463 3.39724 -0.022 0.046 -0.046 0.434
H 2.18202 2.37596 1.96617 -0.024 -0.022 0.036 0.333
H 1.66004 0.67401 1.74574 0.038 0.018 0.045 0.026
```
Forces are in eV/Å.

Computed properties:
- E_LUMO (alpha / beta): -0.1665 / -1.4041 eV
- Frontier orbital gap (alpha / beta): 0.295 / 0.251 hartree
- Spin multiplicity: 6
- ΔE to the lowest compared entry with this formula, charge and spin: 9.5 kcal per mole

=====

C17H22InN6PS3Te | ωB97M-V/def2-TZVPD

```
51
Properties=species:S:1:pos:R:3:forces:R:3:mulliken_charge:R:1
In -0.56342 0.30293 -0.07986 -0.314 -0.317 0.195 0.815
S -1.99681 0.34268 -2.19516 0.276 -0.016 -0.032 -0.338
C -0.70345 0.93633 -3.11167 0.194 0.250 -0.017 0.150
N -0.86179 1.18574 -4.43788 -0.142 -0.007 -0.067 -0.006
C 0.11690 1.68395 -5.22357 -0.085 -0.021 -0.004 -0.055
C 1.32799 1.96113 -4.66870 0.048 0.033 -0.034 -1.041
C 1.45672 1.71114 -3.30058 -0.063 -0.043 0.151 0.247
N 0.48959 1.21203 -2.54173 -0.023 -0.006 -0.130 -0.003
H -1.77490 1.00364 -4.83966 0.009 -0.027 -0.023 0.275
H -0.13039 1.83904 -6.26481 -0.001 0.000 0.004 0.430
H 2.13921 2.36416 -5.25457 -0.004 0.000 0.013 0.446
H 2.38951 1.93623 -2.79908 0.024 -0.021 0.026 0.435
S -1.43415 -4.33979 -0.40471 -0.022 -0.161 -0.026 -0.050
C -1.59674 -3.77149 1.19351 -0.006 -0.034 0.045 -0.339
C -1.21724 -2.47577 1.26670 0.160 0.020 -0.120 -0.574
N -0.79763 -1.93807 0.06143 -0.307 -0.234 0.278 0.161
C -0.87317 -2.83384 -0.89867 0.101 0.123 -0.042 -0.093
H -1.96029 -4.40525 1.98627 0.010 0.017 -0.008 0.436
H -1.20629 -1.87717 2.16614 -0.034 0.048 -0.031 0.378
H -0.59759 -2.63273 -1.92301 -0.050 0.035 0.001 0.369
C 3.79721 0.38622 3.25123 -0.030 -0.015 -0.070 -0.945
N 3.09209 1.61145 2.87496 0.007 -0.061 -0.005 0.178
C 3.90407 2.35221 1.91076 0.007 -0.070 -0.013 -0.952
N 4.24981 1.56398 0.72199 0.001 -0.023 0.048 0.122
C 4.92835 0.33653 1.14692 -0.076 0.004 -0.001 -0.949
N 4.13778 -0.45006 2.09453 -0.002 -0.036 0.036 0.174
C 2.98747 -1.08826 1.49300 -0.174 0.027 -0.038 -0.924
P 1.84546 0.25042 0.86026 0.286 0.588 -0.163 0.907
C 1.75851 1.32277 2.37504 0.085 -0.055 0.064 -0.850
C 3.08314 1.26149 -0.08690 0.061 -0.052 -0.019 -0.931
H 3.18549 -0.18899 3.94666 0.005 0.000 0.016 0.394
H 4.72486 0.66220 3.75053 0.014 0.002 0.011 0.300
H 4.83353 2.63819 2.40161 0.004 0.028 0.003 0.289
H 3.37936 3.25930 1.60859 -0.020 -0.003 -0.013 0.358
H 5.86235 0.61368 1.63353 0.013 0.005 0.007 0.299
H 5.16069 -0.27461 0.27354 0.013 0.006 -0.004 0.384
H 2.45260 -1.69180 2.22700 0.028 -0.032 0.022 0.458
H 3.28243 -1.73262 0.66433 0.047 -0.013 0.008 0.431
H 1.16991 0.81797 3.14304 -0.030 0.011 0.002 0.467
H 1.23196 2.24532 2.11974 0.002 0.024 0.001 0.336
H 2.60298 2.18846 -0.41199 0.000 0.009 0.016 0.441
H 3.39853 0.70130 -0.97051 -0.037 -0.003 -0.045 0.357
Te -2.11430 1.14693 1.97197 -0.040 -0.216 0.068 0.111
C -2.14129 3.17677 1.55577 0.115 0.133 0.009 0.000
C -1.40607 4.14971 2.17228 0.040 0.168 -0.017 -0.289
C -1.77071 5.45761 1.74359 0.075 -0.138 0.036 -0.650
C -2.77207 5.43684 0.82118 0.005 0.056 -0.033 -0.365
S -3.28419 3.84707 0.47551 -0.124 0.029 -0.148 -0.100
H -0.64931 3.94401 2.91707 -0.032 0.020 0.018 0.500
H -1.31625 6.36627 2.11028 -0.010 -0.019 0.012 0.393
H -3.24117 6.27883 0.33653 -0.002 -0.014 0.012 0.411
```
Forces are in eV/Å.

Computed properties:
- E_LUMO: -6.8179 eV
- Total charge: +2
- Frontier orbital gap: 0.234 hartree
- Spin multiplicity: 1
- ΔE to the lowest compared entry with this formula, charge and spin: 0.0 kcal per mole

=====

C17H22N2O | ωB97M-V/def2-TZVPD

```
42
Properties=species:S:1:pos:R:3:forces:R:3:mulliken_charge:R:1
C 0.38681 3.71494 0.38527 0.031 0.270 -0.041 -1.086
O 0.27611 2.32784 0.57328 -0.174 -0.332 -0.005 -0.396
C -0.92260 1.71247 0.32586 0.044 -0.514 0.128 0.617
C -2.05487 2.41181 -0.13273 -0.092 0.232 -0.070 -0.692
C -3.22939 1.75434 -0.36415 0.154 0.087 0.028 -1.204
C -3.33688 0.36785 -0.15515 0.227 -0.136 0.065 0.656
C -4.54383 -0.32339 -0.39113 -0.146 -0.187 -0.008 -0.844
C -4.62930 -1.67048 -0.18703 -0.212 0.219 -0.119 -0.522
C -3.50420 -2.38163 0.25901 0.223 -0.028 0.100 -0.791
C -2.32126 -1.74115 0.49789 -0.117 -0.278 0.103 -0.817
C -2.19710 -0.34642 0.30333 -0.266 0.332 -0.147 1.164
C -0.98630 0.34548 0.54875 0.310 0.390 0.089 0.445
C 0.22558 -0.38692 1.06407 -0.002 0.120 0.055 -1.219
N 0.64901 -1.44062 0.14066 0.031 0.100 0.046 0.073
C 1.75218 -2.24334 0.64254 0.086 -0.210 -0.071 -0.966
C 3.13662 -1.70468 0.22274 -0.085 0.004 0.056 -0.699
N 3.03582 -0.27888 -0.01356 0.074 -0.123 -0.018 0.187
C 4.31678 0.37541 -0.11205 -0.051 -0.027 0.040 -1.094
C 2.19922 -0.00133 -1.16996 -0.123 0.075 0.013 -0.783
C 0.97722 -0.94150 -1.17645 0.028 0.001 -0.129 -1.041
H 0.21234 4.00096 -0.65790 -0.008 -0.008 0.058 0.395
H 1.41263 3.96337 0.65574 -0.085 0.041 -0.032 0.255
H -0.29840 4.27013 1.03448 0.023 -0.023 -0.045 0.399
H -2.00278 3.47544 -0.30489 0.006 0.081 -0.011 0.447
H -4.09380 2.30043 -0.71431 -0.068 0.062 -0.031 0.380
H -5.40017 0.23804 -0.73823 -0.088 0.037 -0.027 0.377
H -5.55590 -2.19551 -0.36882 -0.076 -0.005 -0.026 0.394
H -3.58189 -3.44861 0.41152 0.039 -0.077 0.028 0.397
H -1.45703 -2.29867 0.81735 0.046 -0.062 0.017 0.402
H 1.02681 0.33448 1.25630 -0.115 -0.169 0.101 0.734
H -0.03556 -0.87550 2.00941 0.039 0.029 0.000 0.568
H 1.68107 -2.28846 1.73008 -0.016 -0.015 -0.007 0.435
H 1.62929 -3.26130 0.25256 0.094 -0.003 0.117 0.376
H 3.50009 -2.23738 -0.67590 0.040 0.014 0.043 0.335
H 3.85925 -1.87510 1.02362 0.024 -0.041 -0.074 0.415
H 4.15535 1.44608 -0.23481 0.079 0.070 -0.020 0.288
H 4.91950 0.01422 -0.96260 0.001 0.009 -0.008 0.370
H 4.87726 0.20990 0.80747 0.083 0.040 0.007 0.331
H 2.76046 -0.12267 -2.11537 -0.012 0.015 0.045 0.501
H 1.87728 1.04070 -1.09683 0.016 0.004 -0.091 0.265
H 0.10683 -0.42549 -1.58570 0.067 -0.054 -0.108 0.421
H 1.17778 -1.81483 -1.80437 -0.028 0.062 -0.049 0.523
```
Forces are in eV/Å.

Computed properties:
- Structure (SMILES): COc1ccc2ccccc2c1CN1CCN(C)CC1
- E_LUMO: 0.7643 eV
- Frontier orbital gap: 0.311 hartree
- Spin multiplicity: 1
- ΔE to the lowest compared entry with this formula, charge and spin: 55.9 kcal per mole